(1)
DFT (the ωB97M-V functional and the def2-TZVPD basis) results for a structure of composition CAgF3OS.

Positions of all 7 atoms, in Å:
Ag: -1.802 0.900 0.232
S: 0.971 -0.326 1.379
O: -0.512 0.103 1.438
C: 1.250 -0.688 -0.214
F: 2.391 -1.095 -0.607
F: -2.652 1.759 -1.114
F: 0.354 -0.652 -1.114

Cartesian forces, eV/Å:
Ag 0.1 0.1 -0.1
S -0.7 0.3 -0.6
O 1.7 -1.1 1.6
C 0.6 -0.3 1.2
F 0.1 0.0 -0.1
F -1.3 0.9 -1.3
F -0.5 0.2 -0.6

Computed properties:
* charge: +1
* calculated total energy: -957.6474 Eh
* multiplicity: 2
* orbital gap (alpha / beta): 9.91 / 6.43 eV

***

(2)
DFT (the ωB97M-V functional and the def2-TZVPD basis) results for a structure of composition CBr2OS.

Positions of all 5 atoms, in Å:
C: -1.503 -0.081 -0.859
O: 1.743 0.467 1.130
S: 1.425 0.215 -0.273
Br: -1.773 -1.706 0.010
Br: -2.015 1.368 0.127

Cartesian forces, eV/Å:
C 0.6 -0.4 -0.7
O 0.2 0.2 1.0
S -0.2 -0.2 -1.1
Br -0.2 -0.1 0.3
Br -0.4 0.6 0.6

Computed properties:
* calculated total energy: -5659.3779 Eh
* multiplicity: 1
* orbital gap (alpha / beta): 7.44 / 7.29 eV
* energy above the lowest of the compared OMol25 structures with the same formula, charge and spin: 458.82 kJ/mol

***

(3)
DFT (the ωB97M-V functional and the def2-TZVPD basis) results for a cluster of 2 separate species, CBrCl2NO2 in total.

Positions of all 7 atoms, in Å:
C: 2.174 0.197 0.026
N: -2.110 -0.268 0.030
O: -2.212 0.304 1.064
O: -1.219 -0.799 -0.546
Cl: 3.353 0.621 1.183
Cl: 2.604 0.515 -1.616
Br: 1.223 -1.381 0.315

Cartesian forces, eV/Å:
C 0.3 -0.1 -0.5
N -0.6 0.1 0.0
O 0.3 -0.1 0.0
O -0.7 0.2 -0.3
Cl -0.1 0.1 0.1
Cl -0.2 0.0 0.3
Br 0.9 -0.3 0.4

Computed properties:
* calculated total energy: -3737.5430 Eh
* multiplicity: 3
* orbital gap (alpha / beta): 8.66 / 9.14 eV
* energy above the lowest of the compared OMol25 structures with the same formula, charge and spin: 5.28 kJ/mol

***

(4)
DFT (the ωB97M-V functional and the def2-TZVPD basis) results for a cluster of 2 separate species, CBrF4N in total.

Positions of all 7 atoms, in Å:
C: -0.527 -0.080 -0.101
N: 0.616 0.534 -0.717
F: -1.615 0.523 -0.603
F: -0.629 0.128 1.162
F: -0.588 -1.336 -0.432
F: 2.280 -0.021 0.990
Br: 1.102 2.082 -0.257

Cartesian forces, eV/Å:
C -1.2 0.9 -0.2
N 1.7 -1.5 -0.5
F -0.4 0.4 -1.2
F 0.5 -0.4 2.2
F 0.5 -0.7 0.1
F -1.3 0.6 -1.3
Br 0.3 0.7 0.8

Computed properties:
* calculated total energy: -3066.1261 Eh
* multiplicity: 1
* orbital gap (alpha / beta): 6.71 / 6.79 eV
* energy above the lowest of the compared OMol25 structures with the same formula, charge and spin: 275.28 kJ/mol

***

(5)
DFT (the ωB97M-V functional and the def2-TZVPD basis) results for the molecule CCl2FN.

Positions of all 5 atoms, in Å:
C: -1.738 -0.517 -0.076
N: 1.164 0.215 0.160
F: 1.918 0.969 -0.716
Cl: -0.913 -1.642 0.751
Cl: -0.431 0.975 -0.119

Cartesian forces, eV/Å:
C 0.6 1.5 -0.1
N -0.7 0.1 0.9
F 0.8 0.2 -0.8
Cl 0.2 -0.8 0.1
Cl -1.0 -1.0 0.0

Computed properties:
* calculated total energy: -1112.7819 Eh
* multiplicity: 1
* orbital gap (alpha / beta): 6.33 / 6.33 eV
* energy above the lowest of the compared OMol25 structures with the same formula, charge and spin: 637.69 kJ/mol

***

(6)
DFT (the ωB97M-V functional and the def2-TZVPD basis) results for a structure of composition CCl2N3O12Zr.

Positions of all 19 atoms, in Å:
Zr: -21.733 -5.811 4.552
C: -22.329 -4.008 7.387
O: -23.030 -2.983 7.148
O: -22.214 -4.766 6.313
O: -21.784 -4.288 8.481
Cl: -19.368 -5.154 4.818
Cl: -24.090 -6.765 4.399
N: -23.081 -2.812 3.137
O: -22.451 -3.892 3.418
O: -22.659 -1.872 2.491
O: -24.294 -2.759 3.467
N: -21.747 -8.568 6.632
O: -21.516 -8.659 7.862
O: -21.367 -7.485 6.109
O: -22.589 -9.401 6.217
N: -21.266 -8.425 2.334
O: -20.538 -8.713 1.350
O: -22.007 -9.217 2.871
O: -21.074 -7.274 2.849

Cartesian forces, eV/Å:
Zr -2.5 1.4 4.1
C -0.9 2.9 1.8
O 0.0 0.2 0.4
O 1.7 -4.0 -4.8
O 0.1 -0.6 -0.7
Cl -0.2 -0.2 -0.5
Cl 0.9 0.3 -0.3
N -4.5 -0.5 0.8
O 1.6 -0.2 -0.4
O 2.4 -0.1 -0.4
O 1.2 -0.6 0.2
N -3.4 -0.7 4.2
O 1.5 -0.1 -0.5
O 0.5 0.2 -2.4
O 1.6 1.2 -2.1
N 1.6 -0.8 -0.2
O -0.9 0.2 0.3
O -0.4 -0.1 -0.3
O -0.4 1.6 0.7

Computed properties:
* charge: -3
* calculated total energy: -2072.5441 Eh
* multiplicity: 1
* orbital gap: 5.92 eV

***

(7)
DFT (the ωB97M-V functional and the def2-TZVPD basis) results for a structure of composition CCl2Na6O11.

Positions of all 20 atoms, in Å:
Na: 18.638 -20.673 -6.071
Na: 21.723 -18.728 -6.046
Na: 19.295 -21.596 -3.557
Na: 19.892 -18.513 -1.393
Na: 20.478 -15.036 -3.841
Na: 16.465 -16.698 -3.239
Cl: 19.445 -15.861 0.649
O: 19.278 -16.999 1.534
O: 19.041 -15.840 -0.695
O: 19.011 -14.579 1.196
O: 20.794 -16.363 0.497
Cl: 23.114 -19.004 -1.358
O: 23.658 -20.358 -1.457
O: 22.498 -18.761 -2.569
O: 22.051 -18.970 -0.314
O: 24.060 -17.978 -1.159
C: 19.273 -18.090 -4.022
O: 18.794 -19.198 -4.199
O: 20.360 -17.681 -4.330
O: 18.729 -17.278 -3.243

Cartesian forces, eV/Å:
Na -0.6 0.8 -0.4
Na 0.4 0.7 0.9
Na 0.3 0.3 1.2
Na 0.9 1.1 1.0
Na 0.0 -0.7 0.7
Na 0.6 0.0 0.5
Cl 4.1 -1.4 4.0
O -7.1 -0.6 1.9
O -3.6 -0.7 -4.3
O 1.1 -1.7 0.0
O 5.1 4.1 -2.5
Cl 1.1 -2.4 4.6
O 0.0 1.2 0.7
O -3.7 1.1 -5.8
O 0.7 -0.2 -1.0
O 0.8 -0.1 0.7
C -0.1 4.0 3.2
O -2.0 -7.2 -2.4
O 6.6 0.0 -5.1
O -4.6 1.8 2.1

Computed properties:
* charge: +2
* calculated total energy: -2758.8903 Eh
* multiplicity: 1
* orbital gap: 1.80 eV
* energy above the lowest of the compared OMol25 structures with the same formula, charge and spin: 48.93 kJ/mol

***

(8)
DFT (the ωB97M-V functional and the def2-TZVPD basis) results for the molecule CCl2O2S.

Positions of all 6 atoms, in Å:
C: -0.675 0.086 -0.378
O: -0.355 0.995 -1.046
O: 1.952 -0.438 0.463
S: 0.717 -1.001 0.712
Cl: -2.238 -0.605 -0.419
Cl: -0.136 0.109 2.350

Cartesian forces, eV/Å:
C 1.6 -0.7 -0.4
O 0.4 0.1 0.4
O 4.4 1.8 -1.2
S -5.9 -0.2 0.9
Cl -0.7 -0.5 0.4
Cl 0.2 -0.5 -0.2

Computed properties:
* calculated total energy: -1507.1123 Eh
* multiplicity: 1
* orbital gap: 9.25 eV
* energy above the lowest of the compared OMol25 structures with the same formula, charge and spin: 15.47 kJ/mol

***

The following max |F| values (in eV/A) correspond, in order, to the records above: 2.570; 1.159; 1.031; 2.344; 1.616; 6.508; 8.362; 5.959.